(1)
DFT (wB97M-V/def2-TZVPD) results for 15 unconnected molecules or ions with the total composition C54H95FO45 at a distorted geometry.

```
195
Properties=species:S:1:pos:R:3:forces:R:3
C -3.250 5.779 3.919 1.33 0.74 -1.18
C -3.343 7.181 3.269 -1.42 1.07 0.33
O -3.594 6.999 1.885 0.52 -2.66 -0.42
C -3.387 5.651 1.594 1.65 1.17 -1.48
O -3.175 5.277 0.460 -0.91 0.06 2.28
O -3.209 4.923 2.740 -0.92 0.36 -0.09
H -4.028 5.594 4.661 -0.31 -0.38 -0.58
H -2.289 5.611 4.404 -0.08 0.16 0.09
H -2.503 7.867 3.380 0.24 -0.42 0.18
H -4.249 7.720 3.544 0.20 0.04 0.89
C -5.350 2.916 4.463 0.32 3.45 0.86
C -5.990 3.770 3.363 -1.07 -1.73 0.71
O -5.601 3.122 2.166 1.23 -2.08 0.06
C -5.129 1.821 2.490 0.30 -2.47 -2.68
O -4.897 0.894 1.650 -1.00 5.01 4.64
O -5.016 1.717 3.904 -0.11 -1.30 -2.92
H -6.048 2.939 5.299 0.06 -1.02 0.07
H -4.486 3.485 4.806 0.61 -0.58 0.20
H -5.782 4.838 3.428 0.08 -0.25 -0.42
H -7.041 3.530 3.523 -0.44 0.84 -0.59
C 4.078 -5.754 -2.162 1.23 0.59 1.60
C 4.522 -4.647 -3.127 -0.44 -0.23 2.06
O 3.258 -4.375 -3.789 1.34 -0.31 0.43
C 2.415 -5.383 -3.468 -4.93 1.13 -4.19
O 1.253 -5.390 -3.940 3.66 -0.22 2.07
O 2.985 -6.330 -2.788 -0.55 -1.67 0.18
H 3.690 -5.349 -1.227 0.09 0.44 0.14
H 4.830 -6.467 -1.823 -0.04 -0.24 -0.72
H 5.412 -4.969 -3.669 -0.61 0.29 -1.01
H 4.767 -3.805 -2.480 0.18 0.25 -0.58
C -1.939 5.542 -3.080 -0.49 0.24 1.84
C -1.255 4.223 -2.595 -2.07 2.20 0.23
O 0.083 4.538 -2.742 2.24 0.98 -0.81
C 0.283 5.882 -3.058 4.22 1.77 0.59
O 1.392 6.496 -3.065 -4.75 -3.27 0.00
O -0.889 6.476 -3.227 1.45 -0.01 -1.92
H -2.339 6.132 -2.256 -1.89 -1.21 0.06
H -2.606 5.343 -3.919 0.43 0.82 -0.28
H -1.655 3.415 -3.208 0.68 -0.40 0.34
H -1.488 4.195 -1.531 -0.03 -0.93 -0.05
C -2.983 -8.275 -3.345 0.49 -0.10 0.64
C -4.252 -7.530 -2.964 -0.51 -0.36 -3.31
O -3.717 -6.493 -2.173 -5.41 3.25 -3.02
C -2.836 -6.972 -1.476 4.67 -4.58 2.97
O -2.537 -6.712 -0.363 0.73 1.08 1.12
O -2.301 -8.084 -2.111 1.14 0.03 0.40
H -2.480 -7.793 -4.184 0.17 0.54 0.16
H -2.917 -9.329 -3.615 -0.88 -0.08 0.46
H -5.059 -8.086 -2.487 0.29 0.07 0.35
H -4.592 -7.082 -3.898 -0.67 0.16 0.30
C -0.825 -5.970 3.168 -0.17 0.10 -1.31
C -0.907 -7.472 3.478 0.20 2.91 0.05
O -0.183 -7.467 4.702 0.53 -1.62 1.20
C 0.156 -8.621 5.308 0.64 -2.30 -1.99
O 0.230 -9.735 4.749 -0.35 2.66 1.66
O 0.496 -8.329 6.551 -1.30 1.51 -0.88
C 1.187 -9.170 7.416 0.44 -0.82 -0.60
H -1.252 -5.817 2.177 -0.82 0.18 0.07
H 0.184 -5.616 2.955 0.37 -0.30 0.67
H -1.271 -5.351 3.946 0.01 -0.05 -0.18
H -0.447 -7.943 2.609 -0.18 -0.96 0.62
H -1.956 -7.642 3.720 0.12 -0.90 -0.47
H 0.610 -10.058 7.673 -0.22 0.23 0.43
H 1.416 -8.475 8.223 0.28 -0.77 0.26
H 2.046 -9.557 6.868 0.45 0.13 0.40
C 2.013 -0.967 3.043 -0.04 -1.47 0.54
C 1.895 0.467 2.723 2.21 -0.42 -1.87
O 1.109 1.009 3.682 -1.70 3.70 3.22
C 1.325 2.292 4.159 3.66 2.33 -1.90
O 2.268 3.125 3.905 -3.85 -4.27 0.61
O 0.320 2.604 4.948 -0.60 -1.91 0.40
C 0.094 3.929 5.279 -0.81 1.73 -0.33
H 2.259 -1.057 4.101 0.04 -0.11 0.10
H 2.819 -1.467 2.506 -0.19 0.06 -0.22
H 1.066 -1.483 2.889 0.07 -0.20 -0.10
H 1.419 0.601 1.752 0.21 0.29 -0.19
H 2.904 0.877 2.765 -0.09 0.52 -0.34
H 0.679 4.352 6.096 0.41 -0.36 -0.22
H -0.956 4.023 5.557 -0.04 -0.41 0.24
H 0.175 4.527 4.371 0.49 0.27 0.11
C -5.379 3.905 -1.602 -0.35 -1.94 0.08
C -4.886 3.632 -3.017 -0.89 1.97 -0.86
O -4.349 2.372 -3.379 -0.07 -1.36 -0.36
C -4.754 1.717 -4.521 -1.29 1.44 -3.03
O -5.461 2.212 -5.504 3.51 -2.66 5.49
O -4.226 0.446 -4.542 -1.09 2.08 -0.94
C -3.141 -0.018 -3.712 -1.18 0.15 0.92
H -4.627 3.843 -0.816 0.00 0.01 -0.18
H -6.135 3.137 -1.441 -0.11 -0.03 0.61
H -5.903 4.859 -1.548 0.29 0.11 -0.29
H -4.162 4.428 -3.190 0.20 -0.36 -0.63
H -5.741 3.782 -3.676 0.12 0.30 -0.16
H -3.291 0.279 -2.674 0.21 0.29 -0.13
H -2.166 0.290 -4.090 -0.21 -0.07 -0.10
H -3.320 -1.093 -3.702 0.59 0.02 -0.29
C 6.486 8.117 3.161 0.14 -0.31 0.63
C 6.179 7.048 2.158 -0.65 -0.11 0.56
O 4.767 7.107 1.918 -1.18 -0.87 0.09
C 3.885 6.099 2.232 2.11 -2.29 0.23
O 4.057 5.104 2.954 -0.13 3.07 -1.53
O 2.865 6.309 1.422 -0.47 0.17 -0.36
C 1.787 5.391 1.333 -0.44 -0.71 0.12
H 7.475 7.890 3.560 0.27 0.67 -0.11
H 5.811 7.994 4.008 -0.10 0.06 0.01
H 6.351 9.120 2.756 0.34 -0.06 0.08
H 6.465 6.079 2.567 -0.10 -0.14 -0.25
H 6.665 7.256 1.205 -0.06 -0.27 -0.04
H 1.971 4.384 1.708 0.48 0.33 0.80
H 1.547 5.162 0.295 0.10 0.86 -0.27
H 0.943 5.861 1.838 -0.17 -0.27 -0.08
C 5.114 -0.941 -5.127 0.78 0.59 -0.82
C 4.034 0.012 -5.676 0.49 -2.45 -0.03
O 2.868 -0.317 -4.855 -1.54 0.04 -1.13
C 1.770 -1.113 -5.295 2.17 -1.20 -4.19
O 1.644 -1.801 -6.332 1.22 2.19 2.71
O 0.877 -0.993 -4.405 -1.71 0.37 3.13
C -0.322 -1.782 -4.266 0.22 -1.17 -0.75
H 4.871 -1.968 -5.400 -0.18 -0.02 0.38
H 5.370 -0.821 -4.074 -0.71 0.00 0.08
H 6.080 -0.744 -5.591 0.07 0.13 -0.45
H 3.886 -0.221 -6.731 -0.49 -0.39 0.05
H 4.385 1.042 -5.738 -0.83 0.35 1.13
H -0.996 -1.593 -5.101 -0.24 0.64 0.47
H -0.672 -1.688 -3.238 -0.26 0.98 -0.48
H -0.210 -2.865 -4.323 1.13 -0.14 -0.32
C -0.036 -2.151 -0.619 0.11 -0.09 -0.98
C -1.309 -2.262 0.206 1.36 0.45 0.15
O -1.403 -1.044 1.055 -1.02 -0.73 -0.28
C -1.618 0.118 0.467 2.11 3.17 -3.74
O -1.870 0.409 -0.728 -0.23 -1.89 3.15
O -1.109 1.123 1.261 -0.47 -1.54 0.93
C -0.995 2.471 0.792 -0.63 -0.64 -0.91
H -0.136 -1.347 -1.349 -0.11 -0.16 -0.16
H 0.118 -3.107 -1.119 -0.27 -0.04 -0.43
H 0.950 -1.974 -0.190 -0.38 0.11 1.10
H -1.216 -3.136 0.851 -0.23 0.49 0.59
H -2.167 -2.452 -0.438 -0.15 0.65 0.12
H -0.985 3.087 1.691 -0.13 0.07 -0.30
H -1.799 2.667 0.083 -0.39 0.30 0.53
H -0.112 2.612 0.169 0.47 -0.22 0.34
C 1.781 1.422 -2.206 -0.72 1.87 1.49
C 2.405 2.754 -2.636 -0.66 -0.64 -1.93
O 3.787 2.681 -2.618 4.31 0.15 -1.06
C 4.542 3.200 -3.648 -3.55 2.79 -2.17
O 4.057 3.957 -4.549 1.69 -2.88 3.06
O 5.823 2.849 -3.587 0.22 0.40 -0.13
C 6.671 3.279 -4.683 1.02 -1.27 -1.07
H 0.775 1.625 -2.575 -0.37 -1.03 -0.07
H 1.682 1.503 -1.124 0.07 -0.60 0.32
H 2.207 0.455 -2.473 0.04 0.59 -0.51
H 2.077 3.645 -2.101 -0.07 -0.42 0.25
H 2.083 2.868 -3.671 0.13 0.51 -0.11
H 7.514 3.945 -4.501 -0.81 0.80 1.11
H 6.205 3.569 -5.625 -0.72 0.23 0.64
H 7.270 2.411 -4.960 -0.37 -0.62 0.15
C 4.467 -2.194 -0.250 1.20 -0.23 0.14
C 4.545 -1.236 -1.439 -0.14 -0.75 -0.26
O 4.894 0.107 -1.136 -0.08 0.13 -0.02
C 6.174 0.419 -0.836 -0.87 -0.02 0.50
O 7.034 -0.337 -0.505 0.69 -0.84 -0.09
O 6.250 1.724 -0.894 0.25 1.28 0.73
C 7.394 2.467 -0.415 0.35 0.45 -0.87
H 4.057 -3.178 -0.478 -0.64 0.25 -0.35
H 4.004 -1.814 0.661 -0.18 0.21 -0.30
H 5.491 -2.473 0.002 0.17 0.33 0.35
H 3.607 -1.202 -1.995 -0.18 0.37 0.26
H 5.246 -1.616 -2.182 0.30 -0.14 0.21
H 7.838 2.883 -1.319 0.18 -0.03 0.02
H 8.184 1.969 0.147 -0.51 -0.78 -0.13
H 7.085 3.328 0.177 -0.60 -0.30 0.02
C -6.023 -5.135 0.480 -1.78 -1.96 0.80
C -4.902 -4.264 0.789 1.92 0.95 -1.18
O -5.167 -2.875 0.264 0.83 -0.10 -0.54
C -5.012 -2.510 -1.091 -1.80 0.70 3.68
O -5.401 -1.474 -1.527 -0.15 0.57 0.19
O -4.487 -3.457 -1.752 1.72 -3.05 -2.43
C -4.892 -3.587 -3.124 -0.24 -0.98 -0.59
H -6.267 -5.300 -0.570 -0.31 1.07 -0.09
H -6.842 -4.934 1.170 -0.67 0.44 -0.78
H -5.869 -6.187 0.720 0.93 -0.15 0.51
H -4.005 -4.760 0.420 0.31 0.72 -0.90
H -4.608 -4.202 1.837 -0.89 0.66 0.17
H -4.652 -2.755 -3.786 -0.27 0.21 0.51
H -5.937 -3.895 -3.148 -0.34 0.85 0.08
H -4.455 -4.483 -3.565 0.81 0.15 0.51
C -1.649 -0.907 4.115 -0.97 1.49 -0.44
C -1.673 -0.325 5.581 -0.12 -1.00 -3.11
O -1.362 -1.501 6.261 -0.23 0.73 1.74
C -1.029 -2.512 5.439 2.94 -5.26 3.71
O -0.572 -3.609 5.853 -2.00 3.84 -1.15
O -1.094 -2.196 4.210 -0.10 0.47 -2.04
F -2.931 0.162 5.874 0.78 -0.48 0.26
H -1.060 -0.323 3.409 -0.21 0.01 0.19
H -2.670 -1.053 3.761 -0.08 0.46 -0.11
H -0.945 0.485 5.629 -0.06 -0.11 0.94
```
Positions in Å, forces in eV/Å.

Calculated values
- charge = 0
- frontier orbital gap (eV) = 9.9
- HOMO (eV) = -10.06

=====

(2)
DFT (wB97M-V/def2-TZVPD) results for a molecular structure, C38H43BrFeN5O3PS2 at a distorted geometry.

```
94
Properties=species:S:1:pos:R:3:forces:R:3
Fe -0.641 0.617 0.023 -1.48 0.42 1.45
C 2.580 0.007 -1.937 -0.03 0.00 0.05
C 1.313 0.584 -2.592 0.05 -0.11 0.07
C 0.184 -0.400 -2.850 0.05 -0.22 0.11
N -0.531 -0.737 -1.619 0.40 0.38 -0.20
C -1.724 -1.451 -1.689 0.15 -0.06 0.32
C -2.435 -1.628 -2.827 -0.24 -0.20 -0.16
C -3.529 -2.523 -3.061 0.21 0.32 -0.12
C -3.974 -3.540 -2.294 -0.01 -0.24 0.27
C -3.532 -3.877 -0.971 -0.30 -0.04 -0.24
C -2.798 -3.144 -0.117 0.13 0.24 0.07
C -2.226 -1.816 -0.336 -0.12 -0.14 -0.24
N -2.070 -0.923 0.565 0.29 -0.07 -0.21
C -2.602 -1.121 1.909 0.05 0.12 0.02
C -3.286 0.133 2.476 -0.02 0.05 -0.10
C -2.519 1.436 2.172 0.03 -0.08 -0.04
N -1.143 1.101 1.910 0.50 0.02 -0.35
C -0.337 0.790 2.883 0.10 -0.08 0.23
C -0.602 1.099 4.250 -0.02 -0.03 -0.12
C -0.109 0.534 5.405 0.06 -0.10 -0.01
C 0.803 -0.505 5.577 -0.11 0.07 0.05
C 1.562 -1.076 4.564 0.13 0.10 -0.09
C 1.674 -0.749 3.226 -0.06 -0.06 0.08
C 0.924 0.153 2.417 -0.22 0.03 0.07
N 1.175 0.405 1.166 0.30 0.02 -0.21
C 2.491 -0.005 0.677 -0.20 -0.03 -0.09
C 2.967 0.677 -0.609 -0.08 -0.07 0.03
H 3.415 0.117 -2.635 0.00 0.02 -0.01
H 2.445 -1.062 -1.765 0.05 0.01 -0.04
H 1.564 1.031 -3.558 0.00 0.04 0.01
H 0.923 1.391 -1.965 0.00 0.07 -0.08
H 0.568 -1.331 -3.288 -0.02 0.00 -0.07
H -0.529 0.050 -3.539 -0.02 0.03 0.00
H -2.129 -1.047 -3.686 0.06 -0.13 -0.07
H -3.986 -2.436 -4.041 0.03 0.05 -0.01
H -4.713 -4.198 -2.736 -0.05 0.02 0.07
H -3.893 -4.825 -0.583 0.02 -0.02 -0.05
H -2.633 -3.561 0.869 0.14 -0.02 -0.03
H -1.773 -1.404 2.565 0.04 0.01 -0.03
H -3.330 -1.933 1.926 0.01 -0.03 0.01
H -3.364 -0.012 3.555 -0.03 -0.02 0.00
H -4.304 0.209 2.083 -0.01 0.00 0.04
H -2.636 2.148 2.991 -0.01 0.00 0.00
H -2.913 1.916 1.282 0.00 0.06 0.03
H -1.327 1.890 4.391 -0.02 -0.04 0.03
H -0.528 0.942 6.321 -0.01 0.01 0.00
H 0.950 -0.879 6.583 0.02 0.03 0.01
H 2.214 -1.886 4.881 0.02 0.01 -0.02
H 2.399 -1.334 2.677 -0.01 -0.01 0.01
H 2.519 -1.091 0.512 0.02 -0.02 0.05
H 3.209 0.244 1.463 0.05 -0.04 0.00
H 4.058 0.706 -0.547 0.01 0.02 0.02
H 2.633 1.716 -0.604 0.06 0.04 -0.03
O 3.855 2.610 2.668 0.05 -0.07 0.07
S 3.026 3.765 2.467 -0.08 0.02 -0.08
O 2.984 4.765 3.495 -0.05 0.06 0.03
N 1.498 3.290 2.045 0.07 -0.13 0.09
C 1.263 3.496 0.791 0.00 0.01 0.00
S -0.182 3.057 -0.045 0.40 0.16 -0.47
C 2.368 4.223 0.058 -0.30 -0.08 0.07
C 2.416 4.611 -1.266 0.04 0.07 -0.14
C 3.552 5.276 -1.715 -0.06 -0.05 0.03
C 4.608 5.552 -0.850 0.00 0.01 -0.01
C 4.558 5.153 0.481 0.00 -0.03 0.03
C 3.425 4.486 0.900 0.10 0.05 -0.02
H 1.580 4.389 -1.918 0.02 0.00 0.01
H 3.619 5.582 -2.752 -0.01 0.02 0.01
H 5.478 6.080 -1.218 0.00 -0.01 -0.01
H 5.373 5.358 1.162 0.01 -0.02 0.00
Br -5.584 2.988 -4.012 -0.01 -0.01 -0.02
C -4.224 2.319 -2.856 0.00 0.01 0.00
C -4.571 1.592 -1.736 0.03 -0.03 0.01
C -3.565 1.121 -0.898 0.09 -0.01 -0.07
C -2.199 1.356 -1.117 -0.17 -0.01 0.23
C -1.916 2.088 -2.280 0.04 -0.06 -0.02
C -2.896 2.569 -3.143 0.02 -0.04 0.02
H -5.611 1.386 -1.517 0.00 0.00 0.01
H -3.883 0.528 -0.052 -0.02 0.03 0.01
H -0.890 2.322 -2.535 0.02 0.00 0.02
H -2.622 3.139 -4.021 0.00 0.00 0.00
C 0.200 -4.711 -1.956 -0.10 0.10 0.04
P 1.622 -3.849 -1.156 0.27 -0.23 -0.13
C 2.802 -5.280 -1.235 -0.08 0.01 0.07
C 1.137 -4.013 0.609 -0.03 0.05 -0.05
O 0.290 -1.211 -0.603 -0.23 -0.13 -0.24
H -0.021 -5.663 -1.465 0.00 0.00 -0.01
H 0.445 -4.899 -3.003 -0.01 -0.01 0.00
H -0.696 -4.087 -1.928 0.05 -0.01 0.01
H 2.387 -6.186 -0.784 0.01 -0.01 -0.01
H 3.727 -5.022 -0.716 0.00 0.00 0.00
H 3.051 -5.489 -2.278 0.01 0.01 0.00
H 0.783 -5.024 0.832 0.00 0.00 0.02
H 0.362 -3.280 0.836 0.02 0.02 -0.01
H 2.000 -3.791 1.240 -0.01 0.01 0.02
```
Positions in Å, forces in eV/Å.

Calculated values
- charge = -1
- 2S+1 = 2
- frontier orbital gap (alpha / beta) (eV) = 5.8 / 5.8
- ΔE to the lowest compared entry with this formula, charge and spin (kJ/mol) = 310.52
- HOMO (alpha / beta) (eV) = -3.83 / -3.82